CN3O4S as an isolated structure at a distorted geometry. Source: the OMol25 dataset; level of theory: the ωB97M-V functional and the def2-TZVPD basis.

Structure (ORCA input):
```
! RIJCOSX wB97M-V def2-TZVPD def2/J DEFGRID3
* xyz -1 1
O 1.11 -2.21 1.06
S 1.73 -0.94 0.69
O -1.36 1.70 -0.62
O -0.16 1.72 1.19
N -0.60 1.17 0.23
N -1.38 -1.26 -1.92
C -0.78 -0.73 -1.07
O 2.22 -0.17 1.82
N -0.19 -0.07 -0.11
*
```

Its energy above the lowest of the compared OMol25 structures with the same formula, charge and spin is 151.6 kJ/mol. Its orbital gap is 9.49 eV. For the LUMO energy, the calculation gives 0.1302 hartree. The value obtained for the total energy is -901.4778 Ha.

---

A 11-piece molecular cluster, C32H61N5O6S6 overall at a distorted geometry. Source: the OMol25 dataset; level of theory: the ωB97M-V functional and the def2-TZVPD basis.

Structure (ORCA input):
```
! RIJCOSX wB97M-V def2-TZVPD def2/J DEFGRID3
* xyz 0 1
H -4.66 -4.23 2.52
C 0.47 -0.87 5.13
N 4.56 0.80 -4.78
C -2.31 1.19 0.08
O -2.96 -0.52 -3.08
H -5.95 2.75 4.12
S 3.12 3.25 0.89
C -6.04 3.13 3.10
C -1.77 -2.85 -3.98
H 5.57 -2.26 3.51
C -1.05 2.44 6.62
H -1.42 3.95 3.91
S -2.08 1.82 5.17
H 1.34 -3.41 -2.74
H 3.92 1.18 0.23
H -0.07 1.04 -6.85
C 4.76 -2.09 2.81
C -0.65 0.71 -4.82
H -0.29 -1.55 4.77
H -0.14 2.72 4.05
H -1.93 -3.90 -4.25
O -3.39 2.53 5.40
H 0.02 2.50 6.43
H 2.60 0.47 7.17
C 0.69 2.44 -5.38
H 2.28 1.79 4.93
H 1.92 -3.79 -6.38
H 0.65 -3.83 -5.15
H -3.87 1.28 2.96
O 3.91 -3.59 -3.84
C 3.30 1.43 1.08
H 5.71 -2.95 1.14
H -1.34 3.39 7.06
C 3.48 0.87 -4.01
C 1.63 -2.48 -3.23
O 2.82 3.64 -0.57
O -0.21 0.82 1.76
H -5.09 3.63 2.91
H 3.14 1.19 -1.94
C -4.07 -2.17 0.07
C 0.32 2.59 -4.02
H 5.91 1.56 -1.88
H -1.08 1.69 7.42
H 0.72 3.38 -3.39
H -5.12 0.46 3.91
C 3.87 1.15 -2.74
H 4.57 0.56 -5.76
H -1.18 -3.02 -3.08
C -5.38 -2.55 -0.09
H -4.58 -0.33 2.52
N 0.83 0.25 4.45
H 6.66 0.98 -4.41
H 0.50 -1.09 -0.54
C 5.28 1.24 -2.71
H 1.80 -1.39 1.54
S -5.94 1.70 1.91
H 5.02 4.82 1.25
C 1.91 0.19 6.39
S -3.39 -1.89 -3.63
C 1.72 -3.97 -5.33
C -4.78 0.68 2.90
H 0.82 -1.79 -3.46
H 2.26 -1.87 -2.57
C -3.52 -2.80 1.14
H 5.23 3.24 2.00
H 5.54 3.39 0.31
H 2.34 0.92 0.99
H -2.47 -2.68 1.40
C 1.79 0.86 5.19
H 3.54 -2.61 -0.12
H -6.14 -2.27 -0.80
N -5.66 -3.37 0.96
S 2.88 -2.81 -4.54
H -6.59 -3.73 1.11
N 4.88 -2.52 1.52
C -4.00 -1.60 -5.35
H -1.15 -2.39 -4.76
H -6.92 3.72 2.87
C -4.56 -3.50 1.73
H 2.95 -1.20 3.84
C -0.46 1.47 -3.66
C 5.66 0.95 -4.00
H 2.05 -4.99 -5.12
C -1.20 2.88 3.89
C -0.15 -0.25 -0.78
C 3.69 -2.30 0.90
N -0.04 1.31 -5.88
H 0.48 0.57 -1.12
C 4.88 3.75 1.10
H -1.80 1.80 -0.67
H 0.52 0.58 3.55
H -3.11 0.67 -0.44
H -2.75 1.82 0.85
C 1.11 -0.93 6.34
H -4.25 -2.49 -5.92
C 2.81 -1.70 1.76
H -0.74 -0.49 -1.67
H -4.95 -1.10 -5.16
H 3.74 1.14 2.03
H -3.38 -0.87 -5.86
H 2.44 0.87 -4.32
C 3.45 -1.66 3.00
H -0.93 1.35 -2.69
H 0.97 -1.68 7.10
H -1.31 -0.10 -5.10
H -3.58 -1.56 -0.67
H 1.30 2.99 -6.06
H -1.52 2.49 2.92
O -7.33 0.97 1.91
S -1.08 0.06 0.76
*
```

Its energy above the lowest of the compared OMol25 structures with the same formula, charge and spin is 233.2 kJ/mol. Its orbital gap is 7.91 eV. For the LUMO energy, the calculation gives -0.0004 hartree. The value obtained for the total energy is -4369.9281 Ha.

---

C18H19AuFN6P as an isolated structure. Source: the OMol25 dataset; level of theory: the ωB97M-V functional and the def2-TZVPD basis.

Structure (ORCA input):
```
! RIJCOSX wB97M-V def2-TZVPD def2/J DEFGRID3
* xyz 2 1
C 3.56 -0.06 -0.19
C -0.49 -1.46 -1.01
H -1.51 -1.86 5.51
C -0.36 1.32 5.08
C -0.82 -2.92 0.56
H -0.93 3.13 1.70
C -1.52 3.25 -0.41
H -2.32 -1.82 -3.20
H 2.38 0.91 -4.09
H 3.90 0.00 -4.07
C -1.11 -1.00 4.99
Au 0.74 -0.04 1.39
H -0.19 2.21 5.66
H -0.86 2.64 -3.49
C 3.99 -0.04 -1.48
C -0.85 0.17 5.69
N 2.19 -0.05 -0.19
P 0.06 -0.02 -1.99
C -1.63 -2.62 -2.94
H -2.35 1.74 -3.11
H -0.76 -3.39 1.54
H 4.98 -0.05 -1.90
C 1.80 -0.03 -1.46
H -1.92 -4.34 -0.76
N -0.27 -1.71 0.28
F -1.09 0.20 6.99
H -1.11 -1.93 3.06
C -0.32 0.09 3.04
N -1.26 2.39 -1.44
N -0.30 1.58 0.35
C 2.87 0.01 -3.73
H -2.28 3.49 -2.87
N 2.87 -0.02 -2.27
H 2.37 -0.87 -4.12
H 4.14 -0.08 0.72
C -0.93 2.74 0.70
C -0.88 -1.04 3.63
C -1.72 2.57 -2.82
H 0.22 2.19 3.22
H -0.78 -2.61 -3.61
C -0.51 1.37 -0.95
C -1.40 -3.41 -0.57
C -0.14 1.29 3.71
N -1.19 -2.49 -1.55
H -2.10 4.15 -0.55
H -2.15 -3.57 -3.04
*
```

Its orbital gap is 6.72 eV. For the LUMO energy, the calculation gives -0.3062 hartree. The value obtained for the total energy is -1602.1747 Ha.

---

A 2-piece molecular cluster, C4H15N2O overall at a distorted geometry. Source: the OMol25 dataset; level of theory: the ωB97M-V functional and the def2-TZVPD basis.

Structure (ORCA input):
```
! RIJCOSX wB97M-V def2-TZVPD def2/J DEFGRID3
* xyz 1 1
H 1.77 -0.78 0.33
H 1.64 -0.24 1.94
N 1.16 -0.72 1.19
H 0.49 1.51 -0.30
H -2.20 1.07 -0.47
O 3.03 -0.48 -0.82
H 0.45 0.02 -1.12
H -1.57 1.26 1.66
H -2.80 0.13 -2.52
H -1.07 -0.03 2.84
H -1.12 -0.40 -2.71
H -0.01 1.32 2.50
C -0.15 0.64 -0.45
H 3.39 -1.07 -1.47
C -1.90 -0.17 -1.99
H -2.07 -1.10 -1.43
H 3.22 0.41 -1.09
N -1.40 0.88 -1.07
H 1.02 -1.71 1.36
C -0.27 -0.16 0.87
H -0.87 -1.04 0.71
C -0.75 0.66 2.05
*
```

Its energy above the lowest of the compared OMol25 structures with the same formula, charge and spin is 125.2 kJ/mol. Its orbital gap is 9.21 eV. For the LUMO energy, the calculation gives -0.1166 hartree. The value obtained for the total energy is -345.8980 Ha.

---

C20H40CrN5SSi as an isolated structure. Source: the OMol25 dataset; level of theory: the ωB97M-V functional and the def2-TZVPD basis.

Structure (ORCA input):
```
! RIJCOSX wB97M-V def2-TZVPD def2/J DEFGRID3
* xyz 2 2
H 0.16 -0.73 3.32
H 0.79 2.99 -2.55
H -1.47 -1.30 3.58
N -0.57 1.54 -1.76
Si 1.95 0.11 1.58
Cr -0.21 0.04 0.03
H 2.43 -2.41 0.13
H 1.07 1.11 3.76
H -1.51 1.64 -3.66
H 1.97 1.96 -0.71
C -1.91 2.31 1.10
H 2.54 -3.61 4.91
N -0.75 -1.38 1.58
C -2.01 -2.08 1.23
C 2.63 -3.98 1.55
H -1.82 -2.73 0.38
C 2.21 -1.65 2.14
H 1.53 -0.39 -3.32
C -1.34 0.71 2.81
C 0.77 -2.12 -2.30
C -3.02 1.43 0.51
C 2.49 -3.35 3.86
H -2.20 -0.81 -3.63
C 2.66 -4.33 2.90
H -0.01 -2.07 1.65
C -1.54 1.03 -2.75
H 0.70 -2.68 -3.23
H -0.97 2.41 -1.41
H -3.50 -0.63 1.82
H -1.05 1.26 3.71
C -1.30 -0.42 -3.16
C 2.41 -2.66 1.19
H -2.43 0.74 2.79
H 2.81 1.15 3.60
H 1.86 2.32 2.73
H -2.77 -0.06 -0.85
H -2.55 1.17 -2.37
H 2.83 -5.36 3.19
C -3.07 -1.04 0.90
C 1.73 -0.95 -2.41
N -0.84 1.42 1.60
C -0.84 -0.72 2.90
H -2.31 2.95 1.90
H 1.06 -2.82 -1.52
H -0.06 2.00 1.89
H 4.29 0.50 1.69
H 3.70 1.59 0.45
S -0.86 -1.55 -1.79
C 2.27 -2.03 3.49
H 2.81 1.48 -2.18
H -0.51 -0.49 -3.90
H 2.38 -0.26 -0.63
C 1.87 1.38 -1.63
H -3.82 1.28 1.23
C 1.87 1.27 3.05
H 2.16 -1.28 4.27
C 0.71 1.91 -2.43
H 4.05 -0.11 0.09
C 3.62 0.57 0.83
H -2.35 -2.71 2.06
H 0.70 1.49 -3.44
H -3.90 -1.50 0.36
H 2.76 -1.31 -2.49
H 2.79 -4.74 0.79
N 1.62 -0.02 -1.25
N -2.49 0.09 0.11
H -3.48 1.92 -0.35
H -1.48 2.99 0.37
*
```

Its orbital gap (alpha / beta) is 8.63 / 8.60 eV. For the LUMO energy (alpha / beta), the calculation gives -0.2043 / -0.1818 hartree. The value obtained for the total energy is -2791.5015 Ha.

---

A 2-piece molecular cluster, C4H9O3 overall at a distorted geometry. Source: the OMol25 dataset; level of theory: the ωB97M-V functional and the def2-TZVPD basis.

Structure (ORCA input):
```
! RIJCOSX wB97M-V def2-TZVPD def2/J DEFGRID3
* xyz -1 1
H -1.49 1.70 1.24
H 0.56 -2.13 -0.38
C -0.67 1.70 0.55
O 1.54 0.81 0.48
H 0.66 -1.54 -2.14
C 0.07 -2.01 -1.34
H -0.92 -1.25 -1.34
O -0.35 -3.36 -1.91
H -0.23 2.76 0.20
C 0.65 1.16 1.31
O 0.67 1.11 2.53
H -1.89 2.02 -1.39
H -0.99 -3.39 -1.27
C -1.37 1.15 -0.78
H -2.11 0.41 -0.64
H -0.56 0.88 -1.47
*
```

Its energy above the lowest of the compared OMol25 structures with the same formula, charge and spin is 258.1 kJ/mol. Its orbital gap is 7.41 eV. For the LUMO energy, the calculation gives 0.1280 hartree. The value obtained for the total energy is -383.5082 Ha.

---

C10H17Cl2IrN as an isolated structure at a distorted geometry. Source: the OMol25 dataset; level of theory: the ωB97M-V functional and the def2-TZVPD basis.

Structure (ORCA input):
```
! RIJCOSX wB97M-V def2-TZVPD def2/J DEFGRID3
* xyz 0 6
C -2.97 -1.14 -0.09
H -3.93 -0.66 0.16
Cl 0.80 -1.82 3.14
H -3.16 -1.81 -0.96
C 0.31 -0.98 0.12
H -1.87 -3.75 0.02
H 4.16 3.36 -0.48
C 2.13 1.66 -0.54
H 0.45 -0.53 -0.93
N 2.14 0.74 0.17
C -1.39 -2.98 0.69
C -2.10 0.07 -0.67
C 2.46 2.59 -1.60
C 3.32 3.71 -1.06
Ir 1.78 -0.53 1.41
H 0.73 -2.95 0.17
H 3.75 4.40 -1.80
H -0.99 -3.47 1.63
H -0.34 -2.56 -1.14
H 3.01 2.10 -2.41
C -2.46 -1.90 1.10
H 2.80 4.33 -0.36
H -1.43 -0.40 -1.71
H -0.92 1.83 -0.13
Cl 1.96 1.04 3.04
H 1.56 3.03 -2.03
H -1.99 -1.23 1.85
H -2.44 1.46 0.98
C -0.16 -2.39 -0.09
H -3.30 -2.45 1.61
C -1.92 1.22 -0.06
*
```

Its energy above the lowest of the compared OMol25 structures with the same formula, charge and spin is 249.7 kJ/mol. Its orbital gap (alpha / beta) is 5.20 / 6.64 eV. For the LUMO energy (alpha / beta), the calculation gives -0.0059 / -0.0919 hartree. The value obtained for the total energy is -1470.3197 Ha.

---

C4H12N3 as an isolated structure at a distorted geometry. Source: the OMol25 dataset; level of theory: the ωB97M-V functional and the def2-TZVPD basis.

Structure (ORCA input):
```
! RIJCOSX wB97M-V def2-TZVPD def2/J DEFGRID3
* xyz 1 1
C -0.73 1.77 1.69
N 0.37 1.16 0.18
C 0.90 0.66 -1.06
H 0.41 0.78 -1.96
N 1.15 -2.46 -1.03
H -2.79 0.12 0.24
H -1.23 2.81 1.93
H -1.53 -0.90 1.12
H 0.86 -0.52 -1.09
H -1.17 1.12 2.49
N -1.05 1.09 0.37
H 1.25 -3.38 -0.57
C 0.68 1.69 1.35
H 1.60 2.14 1.72
H 1.94 0.88 -1.08
C -1.80 -0.16 0.34
H 0.55 -2.74 -1.75
H 2.12 -2.28 -1.44
H -1.45 -0.54 -0.58
*
```

Its energy above the lowest of the compared OMol25 structures with the same formula, charge and spin is 470.4 kJ/mol. Its orbital gap is 9.75 eV. For the LUMO energy, the calculation gives -0.1579 hartree. The value obtained for the total energy is -323.4991 Ha.